C24H39Cl12F9O6 | ωB97M-V/def2-TZVPD

Each line ends with the Löwdin charge.
Positions of all 90 atoms, in Å:
C1 -0.32 4.04 -4.11  -0.06
C2 0.73 3.24 -4.93  -0.18
O1 2.01 3.60 -4.47  0.03
C3 2.45 3.33 -3.24  -0.31
O2 1.76 2.72 -2.39  0.08
C4 3.97 3.65 -3.08  -0.60
F1 4.66 2.55 -2.90  0.18
F2 4.48 4.30 -4.09  0.20
F3 4.12 4.43 -2.02  0.19
H1 -1.32 3.85 -4.50  0.08
H2 -0.20 5.12 -4.12  0.09
H3 -0.25 3.74 -3.07  0.05
H4 0.59 3.46 -5.99  0.13
H5 0.53 2.19 -4.76  0.10
C5 0.13 1.35 0.36  -0.09
C6 0.12 0.18 1.40  -0.19
O3 -0.62 -0.94 0.94  0.01
C7 -0.04 -1.92 0.12  -0.23
O4 1.15 -1.88 -0.29  0.06
C8 -0.97 -3.13 -0.17  -0.60
F4 -2.10 -3.07 0.46  0.22
F5 -1.18 -3.12 -1.48  0.17
F6 -0.38 -4.28 0.14  0.16
H6 0.84 2.11 0.70  0.06
H7 -0.79 1.94 0.35  0.05
H8 0.45 1.00 -0.62  0.02
H9 -0.32 0.44 2.36  0.10
H10 1.13 -0.04 1.75  0.10
C9 -2.41 0.95 4.09  -0.08
C10 -2.74 0.98 5.55  -0.21
O5 -3.43 2.19 5.82  0.02
C11 -2.78 3.35 6.15  -0.32
O6 -1.59 3.51 6.05  0.15
C12 -3.71 4.47 6.61  -0.58
F7 -4.96 4.00 6.82  0.15
F8 -3.33 5.04 7.75  0.18
F9 -3.83 5.44 5.77  0.21
H11 -2.09 -0.04 3.77  0.08
H12 -1.61 1.64 3.82  0.07
H13 -3.33 1.18 3.54  0.09
H14 -1.82 0.72 6.08  0.13
H15 -3.51 0.22 5.70  0.13
Cl1 5.06 -2.08 -2.12  0.80
C13 3.97 -0.75 -1.65  -0.54
C14 2.71 -0.62 -2.60  -0.59
Cl2 3.34 -0.33 -4.17  0.83
H16 4.56 0.16 -1.72  0.08
H17 3.67 -0.98 -0.62  0.00
H18 2.08 0.21 -2.26  0.07
H19 2.16 -1.56 -2.63  0.08
Cl3 2.48 5.95 3.53  0.51
C15 0.82 6.64 3.40  -0.65
C16 -0.33 5.64 3.42  -0.65
Cl4 -0.25 4.48 2.08  0.56
H20 0.81 7.28 2.52  0.07
H21 0.75 7.29 4.27  0.07
H22 -1.28 6.17 3.35  0.08
H23 -0.35 5.11 4.38  0.06
Cl5 0.93 -7.85 -2.46  0.47
C17 2.14 -8.07 -1.05  -0.56
C18 2.07 -6.85 -0.18  -0.61
Cl6 2.47 -5.26 -1.02  0.48
H24 3.16 -8.19 -1.42  0.07
H25 1.93 -8.97 -0.48  0.08
H26 2.81 -6.84 0.62  0.05
H27 1.08 -6.72 0.25  0.06
Cl7 -1.35 -1.92 -5.20  0.62
C19 -0.94 -0.69 -4.04  -0.69
C20 -2.26 -0.14 -3.41  -0.65
Cl8 -1.90 1.08 -2.18  0.64
H28 -0.34 0.13 -4.43  0.05
H29 -0.51 -1.21 -3.19  0.03
H30 -2.87 -0.90 -2.93  0.04
H31 -2.89 0.37 -4.14  0.07
Cl9 -5.65 -5.08 -1.67  0.60
C21 -4.51 -4.25 -2.69  -0.73
C22 -5.14 -3.31 -3.64  -0.66
Cl10 -5.83 -1.85 -2.87  0.54
H32 -3.92 -5.03 -3.18  0.08
H33 -3.81 -3.72 -2.05  0.04
H34 -5.91 -3.79 -4.24  0.08
H35 -4.48 -2.84 -4.37  0.05
Cl11 4.08 -4.87 2.95  0.50
C23 2.83 -3.55 2.59  -0.58
C24 3.46 -2.15 2.77  -0.61
Cl12 4.62 -1.77 1.48  0.65
H36 1.90 -3.68 3.14  0.08
H37 2.59 -3.77 1.55  0.01
H38 3.91 -2.02 3.76  0.08
H39 2.66 -1.42 2.71  0.05

As for the largest force on an atom: 4.574 eV/Å. Its multiplicity is 2. The total energy is -212522.7166 eV. Its expectation value of S² is 0.754. The LUMO energy (spin up / spin down) comes out at -2.4 / -9.8 eV. The gap between HOMO and LUMO (spin up / spin down) is 9.96 / 2.61 eV. Its total charge is +1.

---

C24H39ClFN3O7P | ωB97M-V/def2-TZVPD

Each line ends with the Löwdin charge.
Positions of all 76 atoms, in Å:
C1 4.62 -2.55 -0.10  -0.10
C2 3.72 -3.68 0.36  -0.23
C3 2.43 -3.80 -0.45  -0.20
O1 1.82 -2.51 -0.57  -0.13
C4 0.45 -2.47 -0.29  -0.12
C5 -0.23 -1.24 -1.01  -0.39
O2 0.70 -0.84 -2.00  -0.03
N1 0.08 -0.15 -3.12  0.01
O3 0.68 -0.35 -4.09  0.15
C6 -1.52 -1.71 -1.71  -0.11
N2 -2.61 -2.03 -0.73  -0.17
P1 -4.19 -1.95 -1.71  1.00
C7 -3.92 -3.13 -3.06  -0.27
C8 -5.39 -2.80 -0.60  -0.23
C9 -2.74 -1.01 0.39  -0.23
C10 -2.32 -1.71 1.70  -0.02
C11 -3.51 -2.22 2.49  -0.50
O4 -3.64 -3.38 2.76  0.15
O5 -4.41 -1.27 2.89  0.09
C12 -1.90 0.22 0.06  -0.27
C13 -2.14 1.32 1.10  -0.12
C14 -3.59 1.85 1.14  -0.22
C15 -4.19 1.97 2.55  -0.59
Cl1 -4.73 3.64 2.89  0.57
N3 -0.51 -0.23 0.03  -0.03
C16 0.52 0.82 0.10  -0.13
C17 0.41 2.01 -0.88  -0.14
C18 1.77 2.43 -1.42  -0.20
F1 2.08 1.77 -2.61  -0.06
H1 4.11 -1.59 -0.06  0.06
H2 4.94 -2.70 -1.14  0.08
H3 5.51 -2.50 0.53  0.07
H4 4.24 -4.64 0.31  0.11
H5 3.43 -3.53 1.41  0.11
H6 2.66 -4.15 -1.46  0.13
H7 1.76 -4.50 0.04  0.12
H8 0.32 -2.33 0.78  0.13
H9 -0.04 -3.41 -0.60  0.13
H10 -1.93 -0.96 -2.37  0.10
H11 -1.26 -2.63 -2.23  0.14
H12 -2.52 -2.98 -0.38  0.15
H13 -3.50 -2.63 -3.93  0.05
H14 -4.91 -3.50 -3.32  0.05
H15 -3.30 -3.99 -2.79  0.06
H16 -4.94 -3.05 0.36  0.03
H17 -6.24 -2.13 -0.47  0.05
H18 -5.70 -3.74 -1.05  0.05
H19 -3.79 -0.76 0.47  0.10
H20 -1.73 -2.60 1.50  0.12
H21 -1.69 -1.06 2.31  0.14
H22 -5.15 -1.21 2.27  0.12
H23 -2.23 0.65 -0.90  0.16
H24 -1.84 1.01 2.11  0.12
H25 -1.51 2.17 0.85  0.10
H26 -3.58 2.86 0.73  0.09
H27 -4.26 1.29 0.48  0.10
H28 -3.46 1.74 3.32  0.07
H29 -5.04 1.33 2.71  0.05
H30 1.50 0.36 0.00  0.13
H31 0.50 1.22 1.11  0.13
H32 0.04 2.89 -0.35  0.11
H33 -0.27 1.82 -1.71  0.11
H34 2.55 2.30 -0.68  0.09
H35 1.74 3.50 -1.64  0.12
C19 4.63 5.38 1.75  0.02
C20 5.75 6.09 1.78  0.03
C21 6.87 5.81 0.84  -0.38
O6 7.89 6.45 0.87  0.13
C22 6.68 4.70 -0.14  0.03
C23 5.56 3.99 -0.17  0.02
C24 4.45 4.27 0.77  -0.37
O7 3.42 3.62 0.74  0.07
H36 3.80 5.56 2.42  0.12
H37 5.91 6.90 2.48  0.13
H38 7.51 4.51 -0.81  0.13
H39 5.40 3.18 -0.87  0.12

As for the largest force on an atom: 1.209 eV/Å. The total energy is -68840.6954 eV. The LUMO energy comes out at -3.2 eV. The gap between HOMO and LUMO is 8.78 eV. Its total charge is +1.

---

C24H39ClNO13PS4 | ωB97M-V/def2-TZVPD

Each line ends with the Löwdin charge.
Positions of all 83 atoms, in Å:
N1 1.54 1.95 0.33  0.09
C1 2.03 2.17 -1.04  -0.40
O1 1.56 3.16 -1.67  0.02
C2 3.09 1.21 -1.80  -0.07
C3 3.23 -0.24 -1.10  -0.15
C4 2.65 -1.44 -2.02  -0.37
C5 1.12 -1.12 -2.39  -0.09
O2 0.19 -2.20 -2.01  -0.13
C6 -1.03 -1.48 -1.67  -0.22
C7 -1.57 -1.42 -0.22  0.00
C8 -2.84 -0.60 0.10  -0.04
C9 -3.56 0.18 -1.05  -0.07
C10 -3.04 0.12 -2.53  -0.05
C11 -1.75 -0.71 -2.84  0.00
O3 3.39 -1.30 -3.28  -0.20
S1 3.64 -2.84 -3.89  0.78
O4 4.72 -2.66 -4.91  -0.27
O5 2.43 -3.47 -4.53  -0.26
O6 4.04 -3.53 -2.41  -0.27
C12 3.06 -2.90 -1.48  -0.39
P1 4.07 -2.99 0.16  0.68
O7 4.55 -4.63 0.44  -0.34
Cl1 2.83 -2.41 1.79  0.15
H1 2.23 1.49 0.94  0.07
H2 0.68 1.37 0.32  0.10
H3 2.68 1.12 -2.88  0.13
H4 4.11 1.73 -1.92  0.14
H5 4.36 -0.37 -0.87  0.12
H6 2.69 -0.32 -0.10  0.07
H7 1.02 -0.92 -3.52  0.15
H8 0.75 -0.19 -1.82  0.13
H9 -0.96 -2.00 0.57  0.11
H10 -3.20 -0.58 1.21  0.06
H11 -4.48 0.79 -0.75  0.08
H12 -3.59 0.71 -3.36  0.09
H13 -1.31 -0.79 -3.89  0.10
H14 2.24 -3.72 -1.44  0.15
H15 3.95 -5.24 -0.05  0.06
C13 -3.14 2.58 5.72  -0.22
C14 -4.58 2.54 5.19  -0.22
C15 -4.52 2.13 3.72  -0.21
S2 -3.05 1.13 3.54  0.67
O8 -2.12 1.83 2.68  -0.33
O9 -3.43 -0.25 3.30  -0.35
C16 -2.49 1.29 5.22  -0.23
H16 -3.11 2.65 6.80  0.12
H17 -2.62 3.44 5.30  0.11
H18 -5.16 1.80 5.76  0.12
H19 -5.08 3.50 5.31  0.07
H20 -5.39 1.54 3.43  0.11
H21 -4.42 3.00 3.07  0.10
H22 -1.40 1.32 5.26  0.11
H23 -2.86 0.43 5.78  0.11
C17 5.17 -5.84 -5.85  -0.23
C18 5.89 -6.96 -6.61  -0.22
C19 6.25 -8.04 -5.59  -0.23
S3 5.03 -7.93 -4.29  0.67
O10 5.69 -7.51 -3.07  -0.33
O11 4.17 -9.09 -4.34  -0.33
C20 4.15 -6.53 -4.96  -0.23
H24 4.69 -5.13 -6.53  0.12
H25 5.89 -5.29 -5.24  0.12
H26 5.21 -7.38 -7.37  0.12
H27 6.77 -6.59 -7.13  0.12
H28 6.21 -9.04 -6.03  0.10
H29 7.23 -7.86 -5.15  0.11
H30 3.79 -5.90 -4.15  0.08
H31 3.31 -6.91 -5.54  0.12
C21 -4.17 8.52 4.76  -0.22
C22 -4.43 7.96 3.36  -0.21
C23 -4.67 6.46 3.51  -0.22
S4 -5.33 6.21 5.15  0.67
O12 -4.37 5.45 5.93  -0.32
O13 -6.72 5.82 5.05  -0.32
C24 -5.24 7.92 5.66  -0.23
H32 -4.20 9.61 4.78  0.12
H33 -3.18 8.21 5.11  0.12
H34 -5.33 8.44 2.95  0.12
H35 -3.60 8.17 2.69  0.12
H36 -5.38 6.09 2.77  0.11
H37 -3.73 5.90 3.43  0.11
H38 -5.00 7.98 6.72  0.11
H39 -6.22 8.37 5.47  0.11

As for the largest force on an atom: 4.855 eV/Å. The total energy is -118772.2587 eV. The LUMO energy comes out at -0.1 eV. The gap between HOMO and LUMO is 8.54 eV.